[1]
A structure of composition C2H6I2N2O, computed with wB97M-V/def2-TZVPD.

Last column: Löwdin charge in e.
Positions of all 13 atoms, in Å:
1 C 1.0971 1.3508 1.3986  -0.159
2 C -1.0421 -0.8640 -1.5080  -0.115
3 N 0.4494 1.7658 0.1795  -0.753
4 N 0.2110 0.9811 -0.8566  -0.413
5 O -0.3210 -0.2206 -0.4620  -0.316
6 I 0.1786 3.7265 -0.2751  0.872
7 I 2.2724 0.3226 -1.9293  0.339
8 H 0.8168 0.1261 1.4193  0.164
9 H 2.1453 1.5165 1.4384  0.052
10 H 0.6943 1.9175 2.1873  0.042
11 H -0.9588 -2.0295 -1.2883  0.129
12 H -0.6129 -0.5613 -2.5271  0.069
13 H -2.1249 -0.5611 -1.4550  0.088

Computed properties:
Gap between HOMO and LUMO (alpha / beta) ... 7.47 / 7.46 eV


[2]
The molecule C2H6IN3, computed with wB97M-V/def2-TZVPD.

Last column: Löwdin charge in e.
Positions of all 12 atoms, in Å:
1 C -0.9145 -0.8631 0.0498  -0.864
2 C 0.2722 -0.2001 0.8442  -0.248
3 N -0.8163 -1.9870 -0.3719  0.076
4 N 0.9528 1.2996 -0.9687  -0.030
5 N 0.3495 1.2185 0.3378  -0.241
6 I -2.6099 0.4270 0.0480  0.793
7 H 0.0908 -0.1757 1.8336  0.058
8 H 1.2416 -0.6559 0.7547  0.102
9 H -1.5776 -2.2728 -1.0423  0.082
10 H 1.8037 0.7690 -0.9579  0.042
11 H 0.3511 0.6465 -1.6033  0.098
12 H 0.8566 1.7940 1.0760  0.132

Computed properties:
Gap between HOMO and LUMO ... 9.45 eV
SMILES ... [H]/N=C(\I)CNN


[3]
A cluster of 2 separate species, C2H6INO in total, computed with wB97M-V/def2-TZVPD.

Last column: Löwdin charge in e.
Positions of all 11 atoms, in Å:
1 C 1.1028 0.1177 -0.9747  -0.017
2 C 0.8459 -0.3822 1.4206  0.067
3 N 0.3243 -0.0196 0.2899  -0.401
4 O -0.8938 0.0886 0.1225  -0.136
5 I -4.2130 0.7391 -0.0267  0.536
6 H 1.3484 -0.8709 -1.5565  0.122
7 H 0.4842 0.6961 -1.6716  0.084
8 H 2.1571 0.5663 -0.8554  0.106
9 H -3.2565 -0.1904 -0.5612  -0.510
10 H 0.1929 -0.4619 2.2285  0.070
11 H 1.9075 -0.2828 1.5845  0.079

Computed properties:
Gap between HOMO and LUMO ... 9.70 eV
SMILES ... C=[N+](C)[O-].I


[4]
A cluster of 2 separate species, C2H6INOS in total, computed with wB97M-V/def2-TZVPD.

Last column: Löwdin charge in e.
Positions of all 12 atoms, in Å:
1 C 0.8859 0.9924 -0.4362  -0.163
2 C 0.6602 -0.5354 -0.6050  -0.261
3 N -1.7867 0.3267 -0.1844  -0.181
4 O -1.2319 -2.2825 0.4474  -0.370
5 S -0.9241 -0.8839 0.3968  0.769
6 I 0.4642 0.1718 3.6048  -0.201
7 H 1.9683 1.2490 -0.6525  0.112
8 H 0.2352 1.5228 -1.0364  0.031
9 H 0.6104 1.3710 0.5008  0.001
10 H 1.4846 -1.2317 -0.2229  0.119
11 H 0.4552 -0.8360 -1.6337  0.089
12 H -2.8214 0.1358 -0.1787  0.056

Computed properties:
Gap between HOMO and LUMO (alpha / beta) ... 5.21 / 5.22 eV


[5]
A structure of composition C2H6LiO3S, computed with wB97M-V/def2-TZVPD.

Last column: Löwdin charge in e.
Positions of all 13 atoms, in Å:
1 C 1.7837 0.0359 0.0506  -0.113
2 O 1.2380 -0.6982 -1.0673  -0.369
3 S -0.1211 -1.5758 -0.6995  1.021
4 O 0.3455 -2.5733 0.2872  -0.374
5 O -1.1358 -0.5927 0.2376  -0.436
6 C -1.3999 0.6751 -0.3524  -0.169
7 H 2.8736 0.0523 -0.0799  0.107
8 H 1.4507 1.0873 -0.0231  0.086
9 H 1.5547 -0.4082 1.0280  0.089
10 H -2.3840 0.7474 -0.8383  0.110
11 H -0.6166 1.0358 -1.0357  0.100
12 H -1.3929 1.3870 0.5021  0.046
13 Li -2.1958 0.8272 1.9908  0.902

Computed properties:
Gap between HOMO and LUMO ... 8.90 eV
Total charge ... +1


[6]
The molecule C2H6N10O, computed with wB97M-V/def2-TZVPD.

Last column: Löwdin charge in e.
Positions of all 19 atoms, in Å:
1 C -0.4953 1.0440 0.8783  -0.376
2 C 0.4142 -0.8527 -0.4915  -0.530
3 N -1.9349 1.2124 -0.9508  0.018
4 N 1.6344 1.4926 0.1053  -0.068
5 N 2.2464 0.3171 -0.5025  -0.021
6 N -1.5489 -0.1114 -1.4569  -0.014
7 N -1.2532 1.6452 0.0296  0.029
8 N 0.7837 1.1637 1.0929  -0.010
9 N 1.7156 -0.9083 -0.3354  0.086
10 N -0.1750 -0.3203 -1.5026  0.101
11 N -1.1965 -0.1596 1.6940  0.050
12 N -0.2559 -1.8567 0.2145  0.100
13 O -1.3812 -1.2836 0.8903  -0.191
14 H -1.9303 -0.8489 -0.8723  0.128
15 H 2.4623 2.1041 0.4664  0.167
16 H 3.2619 0.2893 -0.1476  0.164
17 H -1.9959 -0.0806 -2.3952  0.182
18 H -0.6416 -0.4887 2.4966  0.111
19 H 0.2903 -2.3577 0.7868  0.074

Computed properties:
Gap between HOMO and LUMO (alpha / beta) ... 8.33 / 6.13 eV


[7]
The molecule C2H6N2, computed with wB97M-V/def2-TZVPD.

Last column: Löwdin charge in e.
Positions of all 10 atoms, in Å:
1 C -0.3698 -1.5480 0.1010  -0.114
2 C 0.3235 1.9421 0.1909  -0.083
3 H -0.3625 -2.2260 -0.7603  0.073
4 H -1.4121 -1.4872 0.4482  0.072
5 H 0.2353 -1.9963 0.9103  0.073
6 H 0.5495 -0.1065 -1.2355  0.131
7 H 0.7531 2.1413 -0.7803  0.049
8 H 0.1720 2.7693 0.8690  0.045
9 N 0.1651 -0.2534 -0.2941  -0.174
10 N -0.0541 0.7647 0.5507  -0.074

Computed properties:
Gap between HOMO and LUMO ... 9.48 eV
SMILES ... C=NNC


[8]
A cluster of 2 separate species, C2H6N2 in total, computed with wB97M-V/def2-TZVPD.

Last column: Löwdin charge in e.
Positions of all 10 atoms, in Å:
1 C -3.8850 -5.3203 1.2368  -0.164
2 N -4.5093 -4.6760 2.1248  0.016
3 H -3.2866 -6.2431 1.2585  0.063
4 H -3.8337 -4.8887 0.2347  0.051
5 H -4.2526 -5.0356 3.0448  0.035
6 C 4.0118 5.0556 -1.2493  -0.154
7 N 4.0811 5.2701 -2.5021  0.006
8 H 4.5012 4.1026 -1.0150  0.053
9 H 3.7106 5.6741 -0.4069  0.060
10 H 3.4624 6.0614 -2.7262  0.035

Computed properties:
Gap between HOMO and LUMO ... 11.49 eV
SMILES ... C=N.C=N


[9]
A cluster of 2 separate species, C2H6N2 in total, computed with wB97M-V/def2-TZVPD.

Last column: Löwdin charge in e.
Positions of all 10 atoms, in Å:
1 C 0.1251 0.8641 -0.0659  -0.214
2 C 0.6318 -0.5520 -0.1331  -0.246
3 N -1.2454 0.3048 -0.0880  -0.055
4 N -0.6852 -1.0376 -0.0370  -0.080
5 H 0.3840 1.4464 0.8148  0.098
6 H 0.3173 1.4575 -0.9642  0.101
7 H 1.3317 -0.9111 -0.8696  0.061
8 H 1.4754 -1.0346 1.3173  0.131
9 H -1.7732 0.4816 0.7680  0.094
10 H -1.0435 -1.6765 -0.7388  0.110

Computed properties:
Gap between HOMO and LUMO ... 8.93 eV


[10]
A cluster of 2 separate species, C2H6N2 in total, computed with wB97M-V/def2-TZVPD.

Last column: Löwdin charge in e.
Positions of all 10 atoms, in Å:
1 C -0.7664 3.2165 -4.3430  0.132
2 N -1.1577 4.3603 -4.1514  0.360
3 H -1.3880 2.3372 -4.1020  0.159
4 H 0.0927 2.8994 -4.9595  0.169
5 H -0.6247 5.2285 -4.2971  0.179
6 C 0.8561 -4.3610 4.1579  -0.152
7 N 0.9435 -3.1181 4.3036  0.001
8 H -0.0352 -4.7846 3.7057  0.055
9 H 1.6122 -5.0058 4.6151  0.062
10 H 1.7914 -2.7603 4.7318  0.033

Computed properties:
Gap between HOMO and LUMO (alpha / beta) ... 4.77 / 0.98 eV
Total charge ... +1
⟨S²⟩ ... 0.76
2S+1 ... 2


E_tot, record by record: -859.76563 -541.68496 -507.36576 -905.54199 -710.94538 -702.13745 -189.25171 -189.23143 -189.14733 -188.86960 Eh
Molar mass, record by record: 327.89 199.00 186.98 219.05 117.07 186.14 58.08 58.08 58.08 58.08 g mol⁻¹
Energy above the lowest of the compared OMol25 structures with the same formula, charge and spin, record by record: 2.004 0.000 1.894 1.954 0.000 3.323 2.118 2.670 4.959 3.539 eV